(1)
This record from the Open Molecules 2025 dataset describes an isolated molecule of C23H30N6O. The level of theory is ωB97M-V/def2-TZVPD.

```
60
C23H30N6O (ωB97M-V/def2-TZVPD)
C -5.493 -1.360 1.367
C -5.514 -0.319 0.309
C -4.729 -0.132 -0.818
C -3.585 -0.953 -1.309
N -2.314 -0.274 -1.096
C -1.219 -0.968 -1.742
C 0.033 -0.098 -1.696
C 0.436 0.194 -0.244
N 0.986 -0.985 0.391
N 0.283 -1.741 1.238
C 1.073 -2.732 1.595
C 2.323 -2.639 0.974
C 2.229 -1.499 0.202
N 3.157 -0.879 -0.622
C 4.473 -1.235 -0.734
O 4.944 -2.236 -0.250
C 5.288 -0.215 -1.509
C 5.787 0.878 -0.543
C 4.636 1.579 0.124
C 3.955 2.598 -0.531
C 2.858 3.205 0.056
C 2.424 2.794 1.305
C 3.096 1.780 1.967
C 4.196 1.179 1.380
C -0.772 0.738 0.518
C -2.024 -0.111 0.319
C -5.243 1.034 -1.410
N -6.254 1.516 -0.716
N -6.413 0.694 0.320
C -7.448 0.930 1.282
H -6.436 -1.907 1.391
H -4.686 -2.063 1.181
H -5.338 -0.909 2.348
H -3.597 -1.946 -0.821
H -3.695 -1.105 -2.387
H -1.489 -1.156 -2.784
H -1.011 -1.941 -1.259
H -0.180 0.849 -2.193
H 0.845 -0.601 -2.226
H 1.222 0.964 -0.229
H 0.725 -3.478 2.282
H 3.168 -3.288 1.063
H 2.873 0.004 -1.022
H 6.147 -0.723 -1.948
H 4.691 0.232 -2.306
H 6.423 0.410 0.210
H 6.387 1.595 -1.107
H 4.291 2.922 -1.507
H 2.340 3.998 -0.464
H 1.564 3.263 1.761
H 2.762 1.455 2.940
H 4.714 0.384 1.897
H -0.539 0.787 1.581
H -0.967 1.747 0.151
H -2.872 0.398 0.782
H -1.879 -1.085 0.813
H -4.911 1.523 -2.302
H -7.979 1.829 0.977
H -8.146 0.090 1.315
H -7.026 1.077 2.278
```

Output
E, Eh: -1298.220871
Highest occupied orbital energy, eV: -8.30
Energy relative to the best compared isomer or geometry (same formula, charge and spin), kcal/mol: 25.4
LUMO energy, eV: 0.64
Largest force on an atom, eV/Å: 0.8
SMILES string: Cc1c(CN2CCC(n3nccc3NC(=O)CCc3ccccc3)CC2)cnn1C
Multiplicity: 1

So, what does the Mulliken scheme give us? The charges, in e, come out as:
1. C -1.7434
2. C -0.0847
3. C 0.9850
4. C -1.0930
5. N 0.1172
6. C -1.0960
7. C -0.6363
8. C 0.7064
9. N 1.5618
10. N -1.0724
11. C -0.5801
12. C -0.9567
13. C 0.1477
14. N 0.3582
15. C 0.5440
16. O -0.6236
17. C -0.7062
18. C -1.2135
19. C 0.3480
20. C -0.0810
21. C -0.7076
22. C -0.4314
23. C -0.5515
24. C -0.1921
25. C -1.5044
26. C -0.1706
27. C -0.4697
28. N -1.1046
29. N 0.8838
30. C -0.8712
31. H 0.4665
32. H 0.2941
33. H 0.3791
34. H 0.3149
35. H 0.4857
36. H 0.5200
37. H 0.3338
38. H 0.5272
39. H 0.4477
40. H -1.2205
41. H 0.4534
42. H 0.5398
43. H 0.0014
44. H 0.4262
45. H 0.3148
46. H 0.3571
47. H 0.4175
48. H 0.4047
49. H 0.4245
50. H 0.4336
51. H 0.3919
52. H 0.3848
53. H 0.4578
54. H 0.4891
55. H 0.4314
56. H 0.3111
57. H 0.5458
58. H 0.2916
59. H 0.3030
60. H 0.3094

=====

(2)
This record from the Open Molecules 2025 dataset describes an isolated molecule of C23H30N6O2. The level of theory is ωB97M-V/def2-TZVPD.

```
61
C23H30N6O2 (ωB97M-V/def2-TZVPD)
C 1.065 -6.361 2.310
C -0.414 -6.337 2.691
N -0.922 -4.992 2.725
C -1.285 -4.226 1.679
C -1.639 -2.991 2.183
C -2.112 -1.800 1.419
N -1.234 -1.521 0.294
C 0.086 -1.116 0.737
C 1.033 -1.000 -0.452
C 0.481 0.040 -1.424
N 1.345 0.184 -2.570
N 1.778 -0.874 -3.243
C 2.549 -0.414 -4.209
C 2.622 0.983 -4.175
C 1.823 1.334 -3.105
N 1.521 2.582 -2.555
C 0.265 3.074 -2.452
O -0.724 2.566 -2.926
C 0.188 4.311 -1.544
O 1.441 4.958 -1.499
C 1.396 6.209 -0.853
C -0.252 3.730 -0.214
C 0.696 3.274 0.693
C 0.298 2.672 1.874
C -1.049 2.505 2.147
C -1.997 2.947 1.238
C -1.602 3.560 0.062
C -0.927 -0.379 -1.843
C -1.799 -0.530 -0.603
C -1.443 -3.122 3.566
N -1.012 -4.331 3.874
H 1.643 -5.785 3.029
H 1.211 -5.929 1.322
H 1.432 -7.383 2.303
H -0.551 -6.755 3.690
H -0.999 -6.918 1.972
H -1.271 -4.587 0.671
H -2.192 -0.934 2.103
H -3.110 -2.001 1.015
H 0.048 -0.146 1.270
H 0.458 -1.871 1.434
H 2.028 -0.711 -0.108
H 1.104 -1.957 -0.967
H 0.434 1.014 -0.924
H 3.022 -1.090 -4.893
H 3.162 1.637 -4.827
H 2.276 3.188 -2.263
H -0.587 4.985 -1.938
H 1.068 6.110 0.188
H 0.719 6.895 -1.375
H 2.408 6.606 -0.881
H 1.747 3.396 0.471
H 1.042 2.324 2.575
H -1.360 2.027 3.064
H -3.048 2.813 1.445
H -2.338 3.894 -0.653
H -0.865 -1.329 -2.373
H -1.353 0.376 -2.505
H -1.900 0.454 -0.107
H -2.796 -0.865 -0.898
H -1.606 -2.393 4.336
```

Output
E, Eh: -1373.444169
Highest occupied orbital energy, eV: -8.46
Energy relative to the best compared isomer or geometry (same formula, charge and spin), kcal/mol: 44.7
LUMO energy, eV: 0.65
Largest force on an atom, eV/Å: 0.9
SMILES string: CCn1cc(CN2CCC(n3nccc3NC(=O)[C@H](OC)c3ccccc3)CC2)cn1
Multiplicity: 1

So, what does the Mulliken scheme give us? The charges, in e, come out as:
1. C -1.0836
2. C -0.5075
3. N 0.8369
4. C -0.2900
5. C 0.3213
6. C -0.9043
7. N 0.0461
8. C -0.2649
9. C -1.1478
10. C 1.5663
11. N 1.2714
12. N -1.3927
13. C -0.4082
14. C -0.9088
15. C 0.4540
16. N 0.0522
17. C -0.1605
18. O -0.6307
19. C 0.0149
20. O -0.4921
21. C -0.7432
22. C 0.1724
23. C -0.0429
24. C -0.7182
25. C -0.1459
26. C -0.8679
27. C -0.3085
28. C -1.0391
29. C -0.4191
30. C -0.6294
31. N -1.0804
32. H 0.3168
33. H 0.3022
34. H 0.3835
35. H 0.3048
36. H 0.3195
37. H 0.4951
38. H 0.2273
39. H 0.4383
40. H -0.0390
41. H 0.5792
42. H 0.4108
43. H 0.3553
44. H -1.3185
45. H 0.4767
46. H 0.4426
47. H 0.2711
48. H 0.6897
49. H 0.2895
50. H 0.3063
51. H 0.2816
52. H 0.4267
53. H 0.3900
54. H 0.4647
55. H 0.3986
56. H 0.3819
57. H 0.3666
58. H 0.4384
59. H 0.0077
60. H 0.5414
61. H 0.5013

=====

(3)
This record from the Open Molecules 2025 dataset describes a structure of composition C23H31AlCl5N2O5Si4. The level of theory is ωB97M-V/def2-TZVPD.

```
71
C23H31AlCl5N2O5Si4 (ωB97M-V/def2-TZVPD)
Al -0.068 -0.107 -0.166
Cl -1.095 -1.547 2.669
C 0.495 -0.846 2.718
C 1.037 -0.305 1.553
C 2.301 0.278 1.696
Cl 3.062 1.017 0.321
C 2.987 0.325 2.909
Cl 4.535 1.079 3.022
C 2.409 -0.236 4.042
Cl 3.239 -0.194 5.552
C 1.154 -0.828 3.948
Cl 0.425 -1.513 5.354
O -2.369 -3.223 -0.966
C -1.258 -2.773 -0.778
O -1.009 -1.576 -0.355
C -0.035 -3.595 -1.110
C -0.176 -4.701 -1.940
C 0.930 -5.461 -2.297
C 2.186 -5.129 -1.816
C 2.301 -4.036 -0.976
C 1.218 -3.258 -0.622
N 3.631 -3.681 -0.440
O 3.686 -2.807 0.398
O 4.587 -4.326 -0.829
H -1.169 -4.948 -2.294
H 0.815 -6.315 -2.952
H 3.068 -5.694 -2.079
H 1.361 -2.412 0.036
C -1.490 2.219 3.481
Si -1.057 3.182 1.924
C -2.048 4.783 1.987
C 0.751 3.691 2.043
Si -1.440 1.915 0.008
Si -0.957 3.248 -1.842
C -1.906 4.876 -1.897
C 0.874 3.677 -1.863
C -1.356 2.358 -3.453
Si -3.676 1.273 -0.121
C -3.968 0.384 -1.750
C -4.121 0.077 1.254
C -4.882 2.719 -0.036
H -1.149 2.759 4.370
H -1.017 1.233 3.480
H -2.571 2.066 3.567
H -1.838 5.314 2.922
H -3.126 4.604 1.931
H -1.777 5.441 1.157
H 0.985 4.060 3.048
H 0.969 4.492 1.329
H 1.431 2.864 1.820
H -1.681 5.505 -1.031
H -2.987 4.704 -1.909
H -1.639 5.435 -2.800
H 1.123 4.399 -1.079
H 1.156 4.108 -2.829
H 1.484 2.784 -1.697
H -2.429 2.383 -3.661
H -1.049 1.309 -3.419
H -0.834 2.834 -4.288
H -3.224 -0.407 -1.892
H -3.902 1.071 -2.598
H -4.957 -0.086 -1.763
H -3.557 -0.852 1.128
H -5.189 -0.164 1.223
H -3.886 0.484 2.243
H -4.714 3.418 -0.862
H -4.772 3.278 0.899
H -5.914 2.357 -0.099
O 1.713 -0.046 -3.964
C 1.301 -0.047 -2.851
N 0.898 -0.050 -1.734
```

Output
E, Eh: -5082.417071
Highest occupied orbital energy, eV: -5.66
LUMO energy, eV: 1.68
Largest force on an atom, eV/Å: 0.5
Multiplicity: 1
Total charge: -1

So, what does the Mulliken scheme give us? The charges, in e, come out as:
1. Al -2.1248
2. Cl -0.1291
3. C 0.5266
4. C -0.5188
5. C 0.6068
6. Cl -0.2080
7. C -0.0682
8. Cl -0.2024
9. C 0.3645
10. Cl -0.2095
11. C 0.1226
12. Cl -0.2002
13. O -0.6986
14. C 0.1971
15. O 0.4037
16. C 0.3158
17. C -0.8252
18. C -0.5149
19. C -0.5639
20. C -0.3065
21. C 0.6214
22. N 1.0423
23. O -0.5905
24. O -0.6482
25. H 0.4945
26. H 0.3835
27. H 0.4813
28. H 0.2850
29. C -0.7819
30. Si 0.7620
31. C -1.1401
32. C -0.8592
33. Si 0.2558
34. Si 0.4169
35. C -1.1386
36. C -0.9393
37. C -1.0200
38. Si 0.5256
39. C -0.9268
40. C -0.8276
41. C -1.1561
42. H 0.4020
43. H 0.0632
44. H 0.2587
45. H 0.3708
46. H 0.2105
47. H 0.2607
48. H 0.3893
49. H 0.2776
50. H 0.1291
51. H 0.2599
52. H 0.2160
53. H 0.3827
54. H 0.2755
55. H 0.4416
56. H 0.0957
57. H 0.3240
58. H 0.1785
59. H 0.4008
60. H 0.1006
61. H 0.2542
62. H 0.3979
63. H 0.0980
64. H 0.4008
65. H 0.2266
66. H 0.2382
67. H 0.2304
68. H 0.3911
69. O -0.6885
70. C 1.2729
71. N -0.0659